# 1
Entry from the Open Molecules 2025 dataset: a cluster of 2 separate species, C29H38BFNO5 in total (the ωB97M-V functional and the def2-TZVPD basis).

## Properties
- Kohn-Sham gap: 5.41 eV
- Total energy: -45812.294 eV
- LUMO energy: 0.60 eV
- E_HOMO: -4.82 eV

```
! wB97M-V def2-TZVPD RIJCOSX def2/J DEFGRID3
* xyz -1 1
C 2.731 -0.431 -0.959
C 1.543 0.347 -0.321
B 1.431 1.922 -0.891
C 0.754 1.796 -2.395
C 0.669 3.076 -3.204
F 0.059 4.127 -2.531
C 0.435 2.695 0.194
C -0.973 2.061 0.310
C -2.037 3.054 -0.193
C -3.460 2.551 0.038
N -4.407 3.532 -0.600
C -4.868 3.062 -1.905
C -5.515 3.717 0.316
C -5.694 5.118 0.819
O -6.206 2.824 0.645
C 2.961 2.530 -0.900
C 3.083 4.066 -0.911
C 3.013 4.724 0.493
C 3.862 5.955 0.508
O 4.883 6.048 1.043
O 3.322 7.024 -0.186
H 2.951 -0.071 -1.962
H 2.476 -1.494 -0.998
H 3.658 -0.320 -0.395
H 0.641 -0.193 -0.625
H 1.602 0.331 0.771
H 1.350 1.086 -2.978
H -0.257 1.374 -2.340
H 1.642 3.382 -3.588
H 0.053 2.896 -4.094
H 0.367 3.771 0.020
H 0.920 2.552 1.169
H -1.078 1.160 -0.295
H -1.178 1.795 1.350
H -1.878 4.026 0.263
H -1.913 3.088 -1.271
H -3.532 1.586 -0.466
H -3.689 2.420 1.091
H -4.206 2.323 -2.345
H -4.917 3.897 -2.605
H -5.867 2.619 -1.852
H -5.152 5.806 0.178
H -5.279 5.245 1.814
H -6.737 5.415 0.811
H 3.539 2.143 -1.746
H 3.474 2.178 0.002
H 4.077 4.312 -1.317
H 2.364 4.569 -1.558
H 3.223 4.046 1.311
H 1.986 5.060 0.631
H 3.376 6.794 -1.126
C 3.922 -5.667 -0.049
C 4.076 -6.974 0.406
C 3.011 -7.637 0.994
C 1.789 -6.992 1.139
C 1.642 -5.674 0.701
C 2.708 -5.018 0.098
C 0.357 -4.947 0.888
O 0.236 -3.807 0.502
C -0.765 -5.653 1.567
C -1.954 -4.974 1.802
C -3.009 -5.622 2.420
C -2.885 -6.956 2.799
C -1.701 -7.636 2.572
C -0.633 -6.986 1.964
C 0.646 -7.720 1.757
O 0.756 -8.884 2.090
H 4.753 -5.154 -0.515
H 5.030 -7.475 0.301
H 3.129 -8.653 1.343
H 2.588 -4.000 -0.250
H -2.050 -3.938 1.503
H -3.933 -5.090 2.606
H -3.714 -7.463 3.276
H -1.601 -8.671 2.870
*
```

Here are the Löwdin charges for atoms 1 to 5, given in e:
1. C -0.14
2. C -0.20
3. B -0.69
4. C -0.12
5. C -0.25

---

# 2
Entry from the Open Molecules 2025 dataset: a cluster of 18 separate species, C29H38Cl54NO6PS in total (the ωB97M-V functional and the def2-TZVPD basis).

## Properties
- Kohn-Sham gap: 9.79 eV
- Total energy: -740795.262 eV
- LUMO energy: 0.06 eV
- E_HOMO: -9.73 eV

```
! wB97M-V def2-TZVPD RIJCOSX def2/J DEFGRID3
* xyz 0 1
C 0.025 -2.541 0.172
O -0.426 -1.203 0.283
C 0.632 -0.266 0.127
C 0.651 0.758 1.243
P 0.731 -0.174 2.845
O 1.640 -1.337 2.662
C -0.552 1.764 1.172
C -1.952 1.106 1.432
C -2.860 1.032 0.214
C -4.159 1.842 0.259
N -2.609 0.329 -0.786
C -0.605 2.509 -0.147
O 0.533 3.355 -0.461
S 1.743 3.309 0.542
O 2.908 3.764 -0.135
O 1.420 4.144 1.648
C 1.961 1.656 1.252
C 3.212 0.947 0.741
C 3.350 0.976 -0.748
O 2.481 1.236 -1.509
H -0.852 -3.138 -0.038
H 0.426 -2.923 1.107
H 0.708 -2.701 -0.663
H 0.472 0.216 -0.834
H 1.546 -0.843 0.038
H 1.337 0.666 3.813
H -0.531 -0.509 3.371
H -0.409 2.411 2.033
H -1.867 0.102 1.828
H -2.475 1.714 2.160
H -4.321 2.304 1.224
H -4.958 1.113 0.136
H -4.237 2.531 -0.576
H -3.354 0.435 -1.474
H -1.466 3.170 -0.112
H -0.708 1.821 -0.969
H 2.140 1.869 2.297
H 4.095 1.388 1.195
H 3.214 -0.097 1.057
H 4.349 0.737 -1.151
C -1.785 -6.434 -0.806
Cl -0.219 -5.605 -0.670
Cl -3.004 -5.579 0.142
Cl -2.302 -6.582 -2.481
H -1.672 -7.430 -0.400
C -5.787 -8.275 -4.560
Cl -6.239 -9.611 -3.506
Cl -5.701 -6.766 -3.650
Cl -4.251 -8.601 -5.368
H -6.553 -8.169 -5.319
C 2.799 5.574 -2.412
Cl 4.478 5.978 -2.792
Cl 1.826 7.042 -2.245
Cl 2.115 4.492 -3.621
H 2.791 5.050 -1.462
C 0.965 -3.989 4.414
Cl 1.918 -4.988 5.514
Cl 0.190 -4.975 3.176
Cl -0.270 -3.086 5.295
H 1.625 -3.279 3.927
C 6.188 8.323 -0.463
Cl 6.213 6.978 0.676
Cl 6.231 9.865 0.396
Cl 7.540 8.208 -1.597
H 5.266 8.273 -1.029
C -1.731 -7.026 5.778
Cl -0.767 -8.016 6.877
Cl -2.443 -8.017 4.503
Cl -2.984 -6.145 6.656
H -1.074 -6.301 5.313
C -5.926 5.105 2.091
Cl -7.071 4.800 0.784
Cl -6.111 3.907 3.373
Cl -4.271 5.115 1.476
H -6.138 6.081 2.506
C 0.590 1.034 -4.743
Cl 1.517 2.128 -5.773
Cl -0.774 1.875 -4.001
Cl 0.028 -0.372 -5.653
H 1.242 0.685 -3.952
C 0.640 -4.522 -5.187
Cl -0.525 -5.380 -6.201
Cl 0.420 -2.775 -5.314
Cl 0.502 -5.052 -3.509
H 1.635 -4.761 -5.541
C -3.224 -1.791 -6.936
Cl -3.752 -3.128 -5.911
Cl -3.086 -0.301 -5.998
Cl -1.690 -2.172 -7.718
H -3.969 -1.639 -7.705
C -5.987 -3.763 5.191
Cl -4.234 -3.630 5.326
Cl -6.710 -2.155 5.167
Cl -6.436 -4.681 3.752
H -6.358 -4.293 6.059
C -5.938 1.175 7.649
Cl -6.524 1.313 5.987
Cl -5.617 -0.507 8.059
Cl -4.491 2.159 7.878
H -6.709 1.546 8.312
C 6.661 2.619 -3.676
Cl 7.787 1.318 -3.278
Cl 5.029 2.287 -3.104
Cl 7.227 4.165 -3.046
H 6.601 2.697 -4.754
C -10.593 -9.568 -3.610
Cl -11.249 -9.427 -5.243
Cl -10.253 -11.255 -3.219
Cl -9.139 -8.585 -3.433
H -11.337 -9.203 -2.915
C 4.314 0.761 -8.370
Cl 4.882 2.161 -7.450
Cl 5.661 -0.306 -8.775
Cl 3.069 -0.106 -7.474
H 3.878 1.120 -9.292
C 10.881 9.253 0.732
Cl 10.909 7.905 1.871
Cl 10.924 10.793 1.591
Cl 12.232 9.137 -0.403
H 9.957 9.203 0.168
C -7.290 -1.817 11.832
Cl -8.095 -0.650 10.778
Cl -8.447 -2.995 12.451
Cl -5.972 -2.627 10.982
H -6.870 -1.280 12.672
C 14.693 6.901 -1.960
Cl 13.311 6.326 -2.893
Cl 15.091 5.768 -0.668
Cl 16.088 7.169 -3.008
H 14.426 7.846 -1.507
*
```

Here are the Löwdin charges for atoms 1 to 5, given in e:
1. C -0.13
2. O -0.19
3. C -0.20
4. C -0.40
5. P 0.82

---

# 3
Entry from the Open Molecules 2025 dataset: a cluster of 2 separate species, C29H38FNO4PS in total (the ωB97M-V functional and the def2-TZVPD basis).

## Properties
- Kohn-Sham gap: 2.39 eV
- Total energy: -63180.530 eV
- LUMO energy: -0.10 eV
- E_HOMO: -2.49 eV

```
! wB97M-V def2-TZVPD RIJCOSX def2/J DEFGRID3
* xyz -1 1
C -3.724 3.539 3.182
C -4.151 4.622 1.987
C -4.805 6.115 2.320
C -3.876 4.191 0.591
C -2.433 4.225 -0.186
C -1.223 4.981 0.611
C 0.250 4.277 0.503
C 0.621 3.625 -0.951
C 0.510 3.238 1.788
C -0.334 1.839 1.680
C 0.752 0.639 1.366
C 0.880 -0.116 -0.120
C -0.101 0.313 -1.362
C -0.870 -0.938 -2.101
C -1.006 -0.816 -3.763
C -1.773 -1.914 -4.713
C -2.420 -3.241 -3.939
C -2.298 -3.390 -2.286
C -1.532 -2.238 -1.352
C 2.078 -1.262 -0.221
C 2.379 -2.083 -1.646
C 1.600 -3.529 -1.614
C 2.573 -4.841 -1.747
O 3.299 -4.858 -3.033
C 3.070 -1.659 1.050
P 4.484 -2.966 0.889
S 4.048 -4.476 2.047
C 2.913 -0.929 2.509
C 1.740 0.209 2.630
C 1.810 0.750 4.176
O 1.060 1.643 4.849
N 2.974 -0.052 4.793
F 3.825 0.683 5.578
C 3.730 -1.076 3.922
O 4.788 -1.835 4.228
H -3.780 2.462 2.726
H -4.351 3.694 4.159
H -2.573 3.745 3.407
H -5.859 6.000 2.820
H -4.825 6.767 1.321
H -4.015 6.667 3.023
H -4.794 3.739 -0.023
H -2.614 4.849 -1.188
H -2.204 3.131 -0.534
H -1.117 6.066 0.128
H -1.427 5.172 1.760
H 1.044 5.152 0.680
H 1.537 2.874 -0.937
H -0.256 3.095 -1.510
H 0.970 4.524 -1.651
H 0.277 3.746 2.824
H 1.649 2.966 1.768
H -0.773 1.598 2.764
H -1.258 1.862 0.962
H -0.956 1.083 -1.051
H 0.534 0.880 -2.198
H -0.561 0.135 -4.305
H -1.846 -1.738 -5.874
H -2.946 -4.033 -4.629
H -2.800 -4.356 -1.818
H -1.461 -2.356 -0.189
H 3.528 -2.153 -1.864
H 1.913 -1.388 -2.492
H 1.038 -3.597 -0.570
H 0.805 -3.498 -2.504
H 3.355 -4.961 -0.881
H 1.872 -5.797 -1.694
H 4.286 -4.824 -2.786
H 5.685 -2.326 1.412
H 4.745 -3.327 -0.486
C -0.350 -7.670 -2.449
O -0.955 -6.494 -2.513
H -0.977 -8.569 -2.574
H 0.444 -7.871 -3.189
H 0.178 -7.918 -1.512
*
```

Here are the Löwdin charges for atoms 1 to 5, given in e:
1. C -0.09
2. C -0.28
3. C -0.10
4. C -0.11
5. C -0.20

---

# 4
Entry from the Open Molecules 2025 dataset: a structure of composition C29H38FeNO3P2Si (the ωB97M-V functional and the def2-TZVPD basis).

## Properties
- Expectation value of S²: 6.025
- Kohn-Sham gap (spin up / spin down): 7.56 / 7.27 eV
- Total energy: -99159.185 eV
- Energy relative to the best compared isomer or geometry (same formula, charge and spin): 0.00 kJ/mol
- LUMO energy (spin up / spin down): -2.74 / -3.34 eV
- E_HOMO (spin up / spin down): -10.30 / -10.61 eV

```
! wB97M-V def2-TZVPD RIJCOSX def2/J DEFGRID3
* xyz 1 5
Fe 1.444 0.420 0.091
P 0.455 2.538 -0.615
C 2.169 3.144 -0.699
C 2.974 2.800 0.541
N 2.860 1.509 0.934
C 3.535 0.968 1.959
C 4.377 1.798 2.696
C 4.543 3.137 2.348
C 3.851 3.627 1.220
C 3.352 -0.530 2.246
P 2.760 -1.380 0.694
H 3.935 4.643 0.881
H 4.921 1.357 3.539
H 5.218 3.802 2.909
H 4.331 -0.932 2.577
H 2.578 -0.648 3.037
H 2.714 2.289 -1.689
H 2.286 4.206 -0.991
H 2.521 0.405 -2.515
O 3.182 1.625 -2.499
H 4.091 1.307 -2.274
H 1.542 -0.319 -1.250
O 2.114 -0.623 -2.313
H 1.354 -0.943 -2.822
C 4.282 -1.843 -0.144
H 4.911 -2.496 0.470
H 4.031 -2.376 -1.063
H 4.863 -0.957 -0.413
C 1.894 -2.845 1.262
H 1.297 -3.211 0.423
H 2.584 -3.633 1.586
H 1.197 -2.618 2.075
C -0.405 3.377 0.679
H -0.365 4.447 0.494
H -1.435 3.024 0.669
H 0.040 3.149 1.646
C -0.199 2.974 -2.202
H -1.188 2.526 -2.290
H -0.291 4.058 -2.263
H 0.425 2.617 -3.022
O -0.128 -0.505 -0.537
Si -1.686 -0.906 -0.272
C -2.868 0.551 -0.254
C -3.408 1.030 0.951
C -4.281 2.128 0.959
C -4.597 2.788 -0.234
C -4.053 2.319 -1.434
C -3.209 1.199 -1.446
C -2.065 -2.013 -1.728
C -2.435 -3.358 -1.583
C -2.725 -4.132 -2.722
C -2.560 -3.595 -4.006
C -2.089 -2.283 -4.146
C -1.801 -1.513 -3.011
C -1.975 -1.729 1.380
C -1.117 -1.505 2.466
C -1.344 -2.139 3.701
C -2.447 -2.989 3.861
C -3.324 -3.191 2.786
C -3.105 -2.537 1.562
H -3.170 0.528 1.899
H -4.713 2.467 1.902
H -5.258 3.665 -0.226
H -4.290 2.824 -2.373
H -2.831 0.822 -2.405
H -2.527 -3.799 -0.586
H -3.069 -5.159 -2.598
H -2.779 -4.202 -4.893
H -1.937 -1.856 -5.140
H -1.400 -0.495 -3.148
H -0.257 -0.823 2.367
H -0.660 -1.970 4.535
H -2.626 -3.488 4.824
H -4.181 -3.860 2.892
H -3.832 -2.665 0.743
*
```

Here are the Löwdin charges for atoms 1 to 5, given in e:
1. Fe 0.57
2. P 0.82
3. C -0.32
4. C -0.32
5. N -0.04

---

# 5
Entry from the Open Molecules 2025 dataset: a structure of composition C29H38N4OP2Sn (the ωB97M-V functional and the def2-TZVPD basis).

## Properties
- Kohn-Sham gap (spin up / spin down): 6.36 / 6.36 eV
- Total energy: -63097.418 eV
- Energy relative to the best compared isomer or geometry (same formula, charge and spin): 0.00 kJ/mol
- LUMO energy (spin up / spin down): 0.10 / 0.10 eV
- E_HOMO (spin up / spin down): -6.26 / -6.26 eV

```
! wB97M-V def2-TZVPD RIJCOSX def2/J DEFGRID3
* xyz 0 1
Sn 0.099 1.711 1.413
C -1.786 1.810 -3.499
C -1.958 0.485 -3.438
C -1.000 -0.565 -3.927
C 0.471 -0.274 -3.664
C 0.932 0.601 -2.484
C 0.758 1.930 -2.302
C 0.617 2.740 -3.542
C -0.718 2.502 -4.255
C 1.161 1.767 3.450
H -2.533 2.488 -3.109
H -2.919 0.065 -3.124
H -1.137 -0.705 -5.020
H -1.309 -1.570 -3.567
H 0.980 -1.256 -3.635
H 0.859 0.219 -4.566
H 1.853 0.199 -2.020
H 0.734 2.414 -1.329
H 1.420 2.395 -4.222
H 0.792 3.812 -3.397
H -1.123 3.468 -4.563
H -0.490 1.953 -5.164
H 0.452 1.931 4.279
H 1.789 2.669 3.349
H 1.825 0.915 3.706
P 1.751 -0.264 0.737
P -1.622 -1.200 1.350
N 3.042 0.975 0.030
N 3.086 -1.390 1.310
N -2.576 0.323 0.698
N -3.004 -2.117 1.590
C 0.621 -1.158 -0.462
C -0.688 -1.918 -0.010
C 3.160 2.294 0.484
C 4.252 2.895 -0.127
C 4.809 1.936 -1.027
C 4.037 0.772 -0.922
C 3.799 -1.201 2.509
C 4.341 -2.416 2.926
C 3.893 -3.410 2.005
C 3.114 -2.763 1.048
C -2.662 1.577 1.322
C -3.194 2.503 0.403
C -3.462 1.807 -0.777
C -3.085 0.480 -0.575
C -4.043 -2.299 0.654
C -5.103 -2.899 1.298
C -4.720 -3.093 2.665
C -3.435 -2.620 2.824
H 1.205 -1.843 -1.102
H 0.177 -0.374 -1.136
H -1.402 -1.925 -0.862
H -0.519 -2.997 0.219
H 2.501 2.750 1.224
H 4.615 3.896 0.097
H 5.675 2.061 -1.668
H 4.102 -0.184 -1.437
H 3.873 -0.219 2.951
H 4.976 -2.585 3.790
H 4.104 -4.472 2.021
H 2.544 -3.144 0.218
H -2.498 1.639 2.390
H -3.364 3.569 0.537
H -3.897 2.225 -1.683
H -3.178 -0.376 -1.237
H -3.952 -1.980 -0.369
H -6.057 -3.164 0.864
H -5.336 -3.511 3.444
H -2.773 -2.560 3.677
C -0.762 -0.714 4.082
C -0.477 -1.152 2.689
O 0.735 -1.557 2.506
H -1.760 -0.328 4.291
H -0.043 0.029 4.467
H -0.566 -1.600 4.702
*
```

Here are the Löwdin charges for atoms 1 to 5, given in e:
1. Sn 1.09
2. C -0.11
3. C -0.12
4. C -0.19
5. C -0.17

---

- What is the formula in the first record?
  C29H38BFNO5

---

- Which of these has the lowest total energy?
  C29H38Cl54NO6PS

---

- What is the formula in the fourth record?
  C29H38FeNO3P2Si

---

- Which of these has the lowest total energy?
  C29H38Cl54NO6PS